[1]
Density functional theory data (ωB97M-V with the def2-TZVPD basis set) for C27H21N9O5Ti as an isolated structure at a distorted geometry.

The spin multiplicity is 3. As for the total charge: 0. The calculation puts the HOMO energy (alpha / beta) at -5.827 / -8.592 eV. The value obtained for the energy relative to the best compared isomer or geometry (same formula, charge and spin) is 91.9 kJ/mol.

Structure (XYZ):
```
63
Properties=species:S:1:pos:R:3:forces:R:3:lowdin_charge:R:1
Ti 0.38939 -0.89113 0.03659 0.6 -1.7 -0.5 1.067
C 1.80912 -1.75458 4.04764 0.0 0.0 0.0 -0.012
C 1.54794 -1.79750 2.58133 -0.1 0.2 0.2 -0.246
N 0.97955 -0.80584 1.92719 0.3 0.1 0.4 -0.093
N 0.60443 0.36695 2.54954 0.1 -0.1 0.2 0.131
C 0.40538 1.24655 1.61382 0.3 -0.1 0.0 -0.404
O 0.68816 0.96262 0.35061 -0.1 1.1 0.5 -0.158
C -0.15601 2.56813 1.94183 0.0 0.0 -0.2 -0.151
C 0.05498 3.63919 1.07977 0.0 0.0 -0.1 -0.025
C -0.52049 4.87151 1.35078 0.0 0.0 0.0 -0.080
C -1.32236 5.03155 2.47371 0.0 0.0 0.0 -0.085
C -1.54465 3.95749 3.32809 0.0 0.0 0.0 -0.074
C -0.96391 2.72677 3.06492 0.0 0.0 0.1 -0.020
C 1.83796 -2.89385 1.71692 -0.1 -0.1 -0.2 -0.202
C 2.53842 -4.04497 2.10272 0.0 -0.1 0.1 -0.010
C 2.78792 -5.03007 1.18445 0.0 0.0 -0.1 -0.059
C 2.32126 -4.86975 -0.12831 0.0 -0.1 0.1 -0.054
C 1.63956 -3.72690 -0.45049 0.0 0.1 0.0 -0.105
N 1.39404 -2.73149 0.42726 0.2 -0.3 0.5 0.013
H 1.95443 -0.72295 4.36363 0.0 0.0 0.0 0.076
H 0.94786 -2.14844 4.59619 0.0 0.0 0.0 0.098
H 2.68461 -2.34297 4.31866 0.0 0.0 0.0 0.071
H 0.66342 3.49382 0.19505 0.0 0.0 0.0 0.119
H -0.35004 5.70531 0.68092 0.0 0.0 0.0 0.106
H -1.77804 5.99224 2.68051 0.0 0.0 0.0 0.102
H -2.18126 4.07772 4.19620 0.0 0.0 0.0 0.104
H -1.13743 1.87441 3.71106 0.0 0.1 0.0 0.117
H 2.87959 -4.13983 3.12439 0.0 0.0 0.0 0.108
H 3.34013 -5.91709 1.46604 0.0 0.0 0.0 0.109
H 2.47721 -5.63072 -0.87945 0.0 0.0 0.0 0.107
H 1.26299 -3.58799 -1.45295 0.0 0.1 0.0 0.105
N 3.36567 -0.21345 -2.91852 0.1 -0.1 -0.3 0.042
C 3.05786 -0.08492 -1.63751 -0.1 0.0 0.1 -0.101
N 1.87371 -0.62999 -1.43742 -0.2 0.0 -0.8 0.033
C 1.48371 -1.06781 -2.69007 0.1 -0.1 0.0 -0.322
N 2.39293 -0.84738 -3.61688 0.1 0.2 0.1 0.146
C 0.19859 -1.69238 -2.82407 0.0 -0.2 0.1 -0.243
C -0.38320 -2.04569 -4.03004 0.0 -0.1 0.0 -0.097
N -1.55486 -2.65387 -4.11696 -0.1 0.0 0.1 0.055
C -2.16193 -2.92070 -2.91675 0.1 0.0 -0.3 -0.132
C -1.65122 -2.55275 -1.71353 0.2 0.1 0.1 -0.111
N -0.45134 -1.89286 -1.61210 0.3 0.5 -0.5 -0.072
H 4.19167 0.09907 -3.39684 0.1 0.0 0.0 0.160
H 3.67463 0.39860 -0.89795 0.0 0.0 0.0 0.147
H 0.13636 -1.80978 -4.95455 0.0 0.0 0.0 0.118
H -3.11122 -3.43849 -2.96550 0.0 0.0 0.0 0.099
H -2.17530 -2.74729 -0.78986 0.0 0.0 0.0 0.113
O -3.44207 -0.48729 1.31184 -0.1 -0.1 0.1 0.111
C -2.46587 -0.19685 0.66882 0.1 0.0 -0.2 -0.515
O -1.34723 -0.90302 0.66404 -1.5 0.4 0.3 -0.150
C -2.45177 1.05432 -0.18229 0.1 -0.1 0.0 -0.103
C -3.27459 2.10961 0.18741 0.0 0.0 0.1 0.007
C -3.24367 3.30450 -0.51321 -0.1 0.0 0.0 -0.046
C -2.38892 3.45326 -1.59188 0.0 0.2 -0.1 0.002
C -1.58769 2.38901 -1.95969 0.0 0.0 0.2 -0.125
C -1.61264 1.18604 -1.28080 0.0 -0.2 0.0 0.048
N -0.63498 2.58232 -3.06515 -0.4 -0.2 -0.2 -0.338
O 0.22480 1.74038 -3.22371 0.2 -0.2 0.1 0.080
O -0.77811 3.56040 -3.76985 0.1 0.1 0.1 0.082
H -3.92038 1.98239 1.04713 0.0 0.0 0.0 0.128
H -3.88003 4.12572 -0.21227 0.0 0.0 0.0 0.113
H -2.32836 4.37845 -2.14820 0.0 0.0 0.0 0.122
H -1.00868 0.34225 -1.61226 -0.2 0.4 -0.1 0.095
```
Positions in Å, forces in eV/Å.



[2]
Density functional theory data (ωB97M-V with the def2-TZVPD basis set) for an isolated ion of composition C5H7N5S and charge +2 at a distorted geometry.

As for the total charge: +2. The calculation puts the HOMO energy at -18.178 eV. The value obtained for the energy relative to the best compared isomer or geometry (same formula, charge and spin) is 131.9 kJ/mol.

Structure (XYZ):
```
18
Properties=species:S:1:pos:R:3:forces:R:3:lowdin_charge:R:1
C -0.15131 1.02902 -0.83220 -0.8 0.1 -1.4 -0.239
C 1.84648 1.77768 -0.06086 -0.2 2.2 -1.5 -0.114
C 0.42823 -2.26580 0.03921 2.1 0.0 -0.1 0.028
C 1.25206 -0.26062 0.56273 -3.2 0.7 -0.3 -0.222
C -0.18578 -0.09356 0.19143 1.0 -1.3 -1.9 -0.384
N 0.86363 1.85723 -0.91795 0.3 1.2 -0.3 0.122
N 2.07124 0.69760 0.58971 1.8 -3.6 2.5 0.222
N -0.57249 -1.46972 -0.17743 -0.3 0.9 0.5 0.199
N 1.49962 -1.60096 0.45939 1.5 1.0 2.1 0.222
N -2.75106 0.83033 0.36679 -0.5 -0.4 -0.1 -0.241
S -1.28983 1.24489 0.87351 0.1 0.0 0.6 1.232
H -0.78885 1.03314 -1.73826 -0.3 -0.2 1.0 0.170
H 2.64495 2.48480 -0.02797 0.1 0.9 -0.1 0.156
H 0.61041 -3.26380 -0.30350 -0.8 -0.8 0.1 0.194
H -1.33109 -1.83130 -0.73931 -0.6 0.6 0.0 0.198
H 2.33874 -1.80271 1.01758 -0.1 -1.5 -0.8 0.226
H -3.24502 0.08364 0.88273 0.0 0.9 -0.5 0.113
H -3.23993 1.55014 -0.18560 -0.1 -0.8 0.4 0.116
```
Positions in Å, forces in eV/Å.



[3]
Density functional theory data (ωB97M-V with the def2-TZVPD basis set) for a 2-piece molecular cluster, C6H16 overall at a distorted geometry.

Its SMILES is CCC.CCC. As for the total charge: 0. The calculation puts the HOMO energy at -11.195 eV. The value obtained for the energy relative to the best compared isomer or geometry (same formula, charge and spin) is 69.5 kJ/mol.

Structure (XYZ):
```
22
Properties=species:S:1:pos:R:3:forces:R:3:lowdin_charge:R:1
C 0.22672 1.29983 -2.71077 -0.8 0.9 0.9 -0.127
C 0.84324 0.16918 -1.86716 -0.7 -0.2 -0.8 -0.297
C -0.20850 -0.90180 -1.59404 0.3 -1.5 0.0 -0.143
H -0.74450 1.07401 -3.15824 0.3 -0.5 -0.3 0.067
H -0.05856 2.12022 -2.03679 0.2 0.0 -0.1 0.065
H 0.88581 1.74568 -3.44959 0.1 -0.2 -0.1 0.062
H 1.19392 0.61712 -0.94193 0.6 -0.3 0.0 0.082
H 1.61484 -0.26918 -2.50207 0.4 0.0 0.7 0.097
H -1.13577 -0.48006 -1.22204 -0.3 0.0 -0.3 0.067
H 0.00710 -1.76758 -0.94820 0.7 0.9 0.8 0.060
H -0.30380 -1.56592 -2.46192 -0.8 0.9 -0.6 0.072
C -1.30910 -0.82415 1.94278 -0.7 -0.6 1.0 -0.143
C -0.39910 0.39131 1.99722 0.6 -0.8 0.1 -0.312
C 1.09100 0.01995 2.22932 -1.0 1.0 -0.6 -0.113
H -1.13710 -1.64459 1.24316 0.4 0.6 -0.6 0.055
H -1.27396 -1.37181 2.89417 0.0 0.3 0.2 0.070
H -2.34775 -0.49987 1.84210 0.0 -0.1 -0.2 0.068
H -0.71459 0.99256 2.85026 -0.1 0.2 -0.1 0.096
H -0.53343 0.99372 1.09608 0.2 0.0 0.0 0.086
H 1.42598 -0.66184 1.45632 0.2 -0.3 0.0 0.058
H 1.22735 -0.38485 3.22846 0.1 -0.1 0.0 0.068
H 1.65022 0.94807 2.11289 0.4 -0.1 0.2 0.064
```
Positions in Å, forces in eV/Å.



[4]
Density functional theory data (ωB97M-V with the def2-TZVPD basis set) for C37H64AsN4S2SbSi3Sn as an isolated structure.

As for the total charge: +4. The calculation puts the HOMO energy at -18.096 eV. The value obtained for the energy relative to the best compared isomer or geometry (same formula, charge and spin) is 418.5 kJ/mol.

Structure (XYZ):
```
113
Properties=species:S:1:pos:R:3:forces:R:3:lowdin_charge:R:1
Sn 0.17200 -0.21372 -0.02262 0.3 0.1 -0.3 0.614
C 6.25531 -1.73509 -0.22140 0.0 0.0 0.0 -0.007
N 4.86335 -1.29171 -0.39763 0.0 0.0 -0.3 -0.003
C 4.32475 -0.10082 -0.24440 0.0 0.0 0.1 -0.672
S 2.63996 0.17547 -0.74284 0.2 0.0 -0.1 0.527
N 4.93824 0.97245 0.20415 -0.1 0.1 0.0 0.012
C 6.33418 1.16242 0.62580 0.0 0.0 0.0 -0.006
H 6.26346 -2.81182 -0.36436 0.0 0.0 0.0 0.101
H 6.61609 -1.52356 0.77985 0.0 0.0 0.0 0.095
H 6.90856 -1.28591 -0.96545 0.0 0.0 0.0 0.105
H 4.23753 -1.96837 -0.80258 0.0 0.0 0.0 0.059
H 4.36522 1.80730 0.18389 0.0 0.0 0.0 0.082
H 7.02874 0.92309 -0.17429 0.0 0.0 0.0 0.100
H 6.55744 0.58014 1.51542 0.0 0.0 0.0 0.099
H 6.44312 2.21421 0.87277 0.0 0.0 0.0 0.099
C -4.75073 1.49272 2.15962 0.0 0.0 0.0 0.005
N -4.94408 0.81719 0.88555 0.1 0.0 0.0 -0.122
C -6.29547 0.43770 0.43277 0.0 0.0 0.0 -0.051
C -6.03344 -0.25044 -0.92048 -0.1 0.0 0.0 -0.068
N -4.56032 -0.27973 -0.96953 0.0 0.1 0.0 0.051
C -4.02588 0.39416 0.04764 -0.1 -0.2 0.2 -0.676
S -2.31963 0.71601 0.23318 -0.1 0.1 -0.2 0.528
H -5.44701 2.32722 2.22187 0.0 0.0 0.0 0.114
H -3.73236 1.86390 2.22617 0.0 0.0 0.0 0.055
H -4.95038 0.80499 2.98172 0.0 0.0 0.0 0.112
H -6.91278 1.33034 0.34313 0.0 0.0 0.0 0.142
H -6.75208 -0.22574 1.16701 0.0 0.0 0.0 0.142
H -6.42989 0.32343 -1.75652 0.0 0.0 0.0 0.135
H -6.43645 -1.25949 -0.96487 0.0 0.0 0.0 0.132
H -4.04805 -0.44359 -1.81891 0.0 0.0 0.0 0.135
C 0.35412 6.09588 -0.35638 0.0 0.0 0.0 -0.031
C -0.17679 5.38449 0.86016 -0.1 0.0 0.1 -0.286
C -0.46416 6.13119 2.00375 0.0 0.1 0.0 0.000
C -0.97100 5.55327 3.15567 0.0 0.0 0.0 -0.017
C -1.23615 4.19108 3.20460 0.0 0.0 0.0 -0.051
C -0.97002 3.41222 2.09213 0.1 0.1 0.1 -0.147
C -0.44174 4.01209 0.94779 -0.2 -0.3 0.1 -0.335
Sb 0.00538 2.81659 -0.70521 0.1 -0.1 -0.1 1.604
C -1.44625 3.02840 -2.17703 -0.1 0.0 -0.1 -0.361
C -2.29064 4.12199 -1.98256 0.0 0.0 -0.1 -0.101
C -3.24274 4.41462 -2.94832 0.0 0.0 0.1 -0.032
C -3.35668 3.60139 -4.06569 0.0 0.0 0.0 -0.017
C -2.53151 2.49471 -4.22321 0.0 0.0 0.0 -0.011
C -1.56304 2.17738 -3.27825 0.0 0.1 0.0 -0.319
C -0.72718 0.94310 -3.44889 0.0 0.0 0.1 -0.078
C 1.96610 3.38229 -1.13259 0.2 0.0 0.1 -0.377
C 2.66590 3.68226 0.04484 0.0 0.1 -0.1 -0.177
C 3.90010 4.30450 -0.02822 0.0 -0.1 0.1 -0.073
C 4.43504 4.60216 -1.27752 0.0 0.0 0.0 -0.016
C 3.74218 4.28074 -2.43379 0.0 0.0 0.0 0.003
C 2.49594 3.65431 -2.40055 0.0 0.0 0.1 -0.273
C 1.80092 3.33878 -3.69132 0.0 0.0 0.0 -0.019
H -0.06252 7.10037 -0.40476 0.0 0.0 0.0 0.106
H 0.09861 5.60149 -1.29713 0.0 0.0 0.0 0.059
H 1.44014 6.19437 -0.31346 0.0 0.0 0.0 0.096
H -0.29129 7.19995 1.97548 0.0 0.0 0.0 0.136
H -1.16740 6.17371 4.01929 0.0 0.0 0.0 0.130
H -1.64492 3.74337 4.09983 0.0 0.0 0.0 0.120
H -1.17268 2.34764 2.11786 0.0 0.1 0.0 0.039
H -2.20671 4.75067 -1.10438 0.0 0.0 0.0 0.103
H -3.88411 5.27670 -2.82815 0.0 0.0 0.0 0.128
H -4.09572 3.82745 -4.82243 0.0 0.0 0.0 0.130
H -2.63753 1.87271 -5.10365 0.0 0.0 0.0 0.131
H -0.52802 0.73823 -4.49981 0.0 -0.1 0.0 0.111
H -1.25048 0.07634 -3.02979 0.0 0.0 0.0 0.056
H 0.24594 1.02692 -2.95174 0.0 0.0 0.0 0.024
H 2.23053 3.48349 1.01851 0.0 0.0 0.0 0.109
H 4.42325 4.58438 0.87762 0.0 0.0 0.0 0.127
H 5.39155 5.10205 -1.35210 0.0 0.0 0.0 0.130
H 4.16726 4.53926 -3.39495 0.0 0.0 0.0 0.133
H 2.31347 3.81192 -4.52557 0.0 0.0 0.0 0.101
H 0.76812 3.69193 -3.69860 0.0 0.0 0.0 0.080
H 1.80214 2.26368 -3.88000 0.0 0.0 0.0 0.084
C 2.80612 -3.71789 -1.74505 0.0 0.1 0.0 -0.210
Si 2.18358 -3.94874 -0.00329 0.2 0.2 -0.1 0.348
C 3.13606 -3.06978 1.32864 -0.1 0.1 0.2 -0.207
C 1.99832 -5.74747 0.35740 -0.1 0.0 0.1 -0.166
As 0.01033 -2.81501 -0.02031 0.0 -0.5 0.3 0.786
Si -1.12883 -3.76702 -2.00191 -0.1 0.4 0.2 0.379
C -2.90400 -3.34902 -1.67987 -0.1 -0.1 -0.1 -0.202
C -0.76480 -5.56743 -1.89897 0.0 -0.1 0.0 -0.182
C -0.35232 -2.89488 -3.43326 0.0 -0.1 -0.2 -0.183
Si -1.08639 -3.19550 2.16276 0.0 0.1 -0.3 0.356
C -2.86956 -2.81584 1.86140 -0.1 0.0 0.1 -0.192
C -0.23535 -1.94941 3.23825 0.0 0.1 0.1 -0.203
C -0.72264 -4.96105 2.53855 0.0 -0.1 0.1 -0.187
H 3.86374 -3.99067 -1.81808 0.0 0.0 0.0 0.058
H 2.65968 -2.70952 -2.13864 0.1 0.0 0.0 0.017
H 2.28615 -4.40492 -2.41450 0.0 0.0 0.0 0.036
H 4.19209 -3.34865 1.29770 0.0 0.0 0.0 0.050
H 2.76717 -3.36683 2.31258 0.0 0.0 0.0 0.045
H 3.06654 -1.98293 1.25253 0.0 -0.1 0.1 -0.001
H 3.02156 -6.13808 0.38670 0.0 0.0 0.0 0.071
H 1.46802 -6.29690 -0.41534 0.0 0.0 0.0 0.031
H 1.54426 -5.97027 1.31841 0.0 0.0 0.1 0.026
H -3.37698 -4.13426 -1.08830 0.0 0.0 0.0 0.049
H -3.45011 -3.29185 -2.62587 0.0 0.0 0.0 0.057
H -3.01895 -2.40844 -1.14418 0.0 0.0 0.0 -0.012
H -0.84442 -5.97565 -0.89187 0.0 0.0 0.0 0.036
H 0.20880 -5.82345 -2.31553 0.0 0.0 0.0 0.042
H -1.52374 -6.07216 -2.50690 0.0 0.0 0.0 0.070
H -0.31376 -1.81535 -3.30685 0.0 0.1 0.0 0.000
H -0.94040 -3.10649 -4.33154 0.0 0.0 0.0 0.065
H 0.65892 -3.25492 -3.62070 0.0 0.0 0.0 0.033
H -2.99293 -1.84988 1.36919 0.0 0.0 0.0 -0.014
H -3.39401 -2.77393 2.82034 0.0 0.0 0.0 0.061
H -3.35134 -3.58597 1.26059 0.0 0.0 0.0 0.039
H -0.48373 -0.92509 2.93896 0.0 0.0 0.0 0.011
H 0.84870 -2.07012 3.23854 0.0 0.0 0.0 0.031
H -0.57353 -2.06499 4.27166 0.0 0.0 0.0 0.064
H -0.90902 -5.62069 1.69062 0.0 0.0 0.0 0.038
H -1.38395 -5.28354 3.34858 0.0 0.0 0.0 0.066
H 0.30092 -5.10173 2.88461 0.0 0.0 0.0 0.039
```
Positions in Å, forces in eV/Å.



[5]
Density functional theory data (ωB97M-V with the def2-TZVPD basis set) for a 5-piece molecular cluster, C7H12Cl9O3Si overall.

As for the total charge: -1. The calculation puts the HOMO energy at -4.365 eV.

Structure (XYZ):
```
32
Properties=species:S:1:pos:R:3:forces:R:3:lowdin_charge:R:1
O -3.03041 -2.17600 -0.25242 0.2 -0.2 0.0 0.040
C -2.12742 -2.87787 0.06985 -0.3 0.2 0.1 -0.875
Cl -0.56676 -2.75003 -0.80867 0.2 0.0 0.0 0.595
C -2.10444 -3.89082 1.15016 0.0 -0.2 -0.1 -0.324
Si -1.57211 -3.16980 2.85849 0.1 0.3 0.2 0.724
C -1.60530 -1.25290 2.90706 0.2 0.2 -0.2 -0.865
O -2.53480 -0.76167 3.58021 0.0 0.3 0.2 -0.130
O -0.68752 -0.70228 2.26028 -0.3 -0.1 0.1 -0.118
H -3.11792 -4.28803 1.25741 0.1 0.1 0.0 0.076
H -1.41366 -4.69804 0.90134 -0.1 0.1 0.0 0.053
H -2.51707 -3.76025 3.84079 0.0 -0.2 0.0 -0.051
H -0.20746 -3.69341 3.12957 0.0 -0.1 0.0 -0.049
C -0.56183 0.81261 -2.94802 0.0 0.0 0.1 -1.018
Cl -0.73233 -0.69295 -3.85535 0.0 0.0 -0.1 0.491
Cl 0.68684 0.69358 -1.70037 0.0 0.0 0.0 0.510
H -0.29105 1.60366 -3.63752 0.0 0.0 0.0 -0.019
H -1.50336 1.02117 -2.45441 0.0 -0.1 0.0 0.030
C 2.70796 3.87260 -5.15965 0.1 0.0 0.0 -1.013
Cl 1.26349 4.52186 -5.95019 0.0 0.0 0.0 0.500
Cl 2.30928 2.74415 -3.86303 0.0 0.1 0.0 0.541
H 3.29582 3.34665 -5.90198 0.0 0.0 0.0 0.025
H 3.26549 4.69910 -4.73663 0.0 0.0 0.0 0.024
C 4.56023 0.53884 -1.93755 -0.1 0.0 0.0 -1.043
Cl 5.44123 0.61510 -3.47523 0.0 0.0 0.0 0.471
Cl 4.61482 -1.07024 -1.21903 0.0 0.0 0.0 0.516
H 5.01815 1.23935 -1.25043 0.0 0.0 0.0 0.026
H 3.52488 0.79345 -2.12856 0.0 0.0 0.0 -0.057
C -2.45845 1.84897 5.71667 0.0 -0.1 -0.2 -1.011
Cl -0.99714 2.63332 6.35136 0.0 0.0 0.0 0.462
Cl -3.41015 1.10710 7.01478 0.0 0.0 0.0 0.470
H -3.07009 2.60951 5.24840 0.0 0.0 0.0 0.020
H -2.17894 1.08324 4.99269 0.0 -0.1 0.1 0.000
```
Positions in Å, forces in eV/Å.



[6]
Density functional theory data (ωB97M-V with the def2-TZVPD basis set) for a 2-piece molecular cluster, C2H10NS overall.

As for the total charge: +1. The calculation puts the HOMO energy at -13.720 eV. The value obtained for the energy relative to the best compared isomer or geometry (same formula, charge and spin) is 9.9 kJ/mol.

Structure (XYZ):
```
14
Properties=species:S:1:pos:R:3:forces:R:3:lowdin_charge:R:1
N -0.63058 -0.01774 -2.70944 0.5 0.3 0.5 0.261
H -1.52260 0.16319 -3.16531 0.0 -0.1 -0.1 0.149
H -0.03254 0.81385 -2.75516 -0.2 -0.1 -0.1 0.151
H -0.76695 -0.26349 -1.67288 -0.1 -0.1 -0.1 -0.005
H -0.11972 -0.78594 -3.13871 -0.2 -0.2 -0.2 0.147
C 1.22336 -0.09063 2.13687 -0.3 0.6 -0.2 -0.156
C 0.15360 0.43184 1.17015 -0.2 -0.4 0.0 -0.532
S -0.71496 -0.97511 0.32418 0.1 0.1 0.1 0.753
H 1.67241 -1.00059 1.77898 0.3 -0.3 -0.2 0.056
H 0.76669 -0.30570 3.09943 0.1 0.0 0.1 0.080
H 2.01727 0.65857 2.25335 -0.3 -0.2 0.1 0.085
H -0.61609 0.99797 1.69070 0.1 0.1 -0.1 0.074
H 0.55327 1.04699 0.36689 0.2 0.1 0.2 0.051
H -1.98316 -0.67320 0.62095 -0.1 0.0 0.1 -0.113
```
Positions in Å, forces in eV/Å.